{"formula": "C5H9NO", "method": "the ωB97M-V functional and the def2-TZVPD basis", "smiles": "[H]/N=C1/CCCCO1", "lumo_ev": 0.82, "orbital_gap_ev": 10.03, "species": ["H", "N", "C", "C", "C", "C", "C", "O", "H", "H", "H", "H", "H", "H", "H", "H"], "positions_angstrom": [[2.79918, 1.68080, -0.59033], [2.65390, 0.67054, -0.49687], [1.42411, 0.43958, -0.27919], [0.90095, -0.93938, 0.01604], [-0.61412, -1.24015, 0.04947], [-1.40945, -0.02979, -0.34449], [-0.76725, 1.21274, 0.26970], [0.52477, 1.47079, -0.26517], [1.61266, -1.70869, -0.29881], [0.53971, -1.08873, 1.08049], [-0.90440, -1.39786, 1.20228], [-0.84431, -2.20190, -0.39056], [-1.45191, 0.08348, -1.43025], [-2.41387, -0.16749, 0.05817], [-0.69560, 1.10820, 1.36445], [-1.35438, 2.10787, 0.05507]], "forces_ev_per_a": [[-0.1, -0.3, -0.1], [-0.5, -0.1, 0.0], [0.0, -0.2, 0.3], [-0.2, -0.2, 1.9], [-1.6, -0.5, 1.0], [-0.3, 0.0, -0.2], [-0.3, -0.1, 0.1], [0.0, -0.1, 0.0], [-0.5, 0.2, 0.1], [4.1, 0.9, 0.1], [-0.1, 0.0, -2.2], [-0.4, 0.1, -0.5], [0.0, 0.1, 0.0], [-0.2, 0.3, -0.2], [0.0, 0.0, -0.2], [0.1, -0.1, 0.0]], "nbo_charge": [0.35, -0.70, 0.56, -0.58, -0.35, -0.44, -0.07, -0.52, 0.25, 0.30, 0.15, 0.23, 0.22, 0.22, 0.17, 0.20]}

{"formula": "C31H93N15O13", "method": "the ωB97M-V functional and the def2-TZVPD basis", "lumo_ev": 0.58, "orbital_gap_ev": 9.08, "species": ["C", "O", "N", "N", "H", "H", "H", "H", "C", "O", "N", "N", "H", "H", "H", "H", "C", "O", "N", "N", "H", "H", "H", "H", "C", "O", "N", "N", "H", "H", "H", "H", "C", "O", "N", "N", "H", "H", "H", "H", "C", "C", "O", "H", "H", "H", "H", "H", "H", "C", "C", "O", "H", "H", "H", "H", "H", "H", "C", "C", "O", "H", "H", "H", "H", "H", "H", "C", "C", "C", "O", "C", "N", "H", "H", "H", "H", "H", "H", "H", "H", "H", "H", "H", "C", "C", "C", "O", "C", "N", "H", "H", "H", "H", "H", "H", "H", "H", "H", "H", "H", "C", "C", "C", "O", "C", "N", "H", "H", "H", "H", "H", "H", "H", "H", "H", "H", "H", "C", "C", "C", "O", "C", "N", "H", "H", "H", "H", "H", "H", "H", "H", "H", "H", "H", "C", "C", "C", "O", "C", "N", "H", "H", "H", "H", "H", "H", "H", "H", "H", "H", "H"], "positions_angstrom": [[9.32940, 13.16842, 15.38536], [9.79635, 13.57359, 14.36826], [9.50812, 13.82829, 16.62103], [8.66608, 11.92473, 15.48361], [9.99863, 14.68499, 16.77052], [8.78288, 13.69025, 17.30963], [8.19463, 11.68742, 16.32579], [8.13221, 11.69592, 14.64510], [9.44538, 11.35952, 19.23786], [8.73856, 11.06706, 18.29387], [9.39388, 12.57325, 20.02855], [10.50372, 10.52222, 19.66076], [8.57780, 13.16919, 19.88741], [9.89397, 12.70336, 20.87426], [10.70093, 9.93421, 18.85617], [11.39433, 10.99912, 19.88854], [16.42375, 13.84935, 19.79127], [15.97543, 14.63112, 18.92352], [16.62187, 12.54507, 19.54260], [16.85032, 14.27862, 21.03886], [16.49139, 12.14181, 18.60348], [17.18206, 11.98906, 20.21624], [16.55387, 15.22370, 21.20890], [16.89305, 13.60612, 21.84116], [12.00580, 10.38386, 16.33068], [12.87226, 10.45028, 17.19980], [12.06424, 11.11011, 15.22192], [10.96493, 9.57289, 16.39396], [11.57146, 10.98837, 14.37702], [12.81780, 11.77529, 15.09874], [10.96121, 8.87622, 17.09987], [10.16701, 9.77510, 15.76817], [11.47155, 16.98936, 14.82452], [12.12432, 18.03867, 14.85650], [10.23107, 16.92083, 14.31989], [11.91641, 15.85170, 15.33800], [9.89464, 17.77334, 13.84195], [9.75449, 16.04397, 14.22532], [12.87236, 15.87964, 15.71015], [11.49223, 14.97854, 15.07100], [12.67657, 12.25082, 24.03780], [13.76388, 11.92267, 23.01804], [15.05997, 12.25288, 23.43156], [12.67827, 11.56434, 24.87313], [11.69834, 12.25326, 23.57847], [12.82747, 13.21343, 24.45237], [13.54988, 12.61606, 22.14576], [13.55178, 10.90583, 22.63933], [15.43510, 11.52836, 23.93172], [16.15652, 8.53238, 18.37004], [15.98258, 8.71473, 19.85866], [17.01342, 9.61539, 20.42514], [16.93065, 7.77199, 18.10648], [16.57801, 9.46312, 17.98290], [15.17860, 8.45472, 17.89092], [15.94576, 7.77384, 20.44910], [15.10613, 9.26201, 20.14775], [17.63422, 9.04033, 20.84504], [12.36800, 13.82848, 18.26221], [13.01536, 13.22170, 19.50046], [12.88877, 11.81045, 19.69828], [11.99954, 14.85464, 18.49623], [11.52710, 13.28375, 17.93683], [13.11562, 13.90993, 17.50488], [12.67889, 13.73534, 20.39568], [14.01897, 13.48856, 19.41383], [13.03572, 11.33418, 18.83132], [15.86014, 18.18234, 16.03654], [15.37909, 16.91210, 15.36144], [16.37334, 16.41277, 14.34165], [15.87481, 15.22617, 13.80899], [16.77999, 14.64759, 12.80029], [15.02997, 15.91025, 16.37507], [16.70110, 17.89448, 16.66022], [15.11712, 18.70757, 16.59607], [16.40347, 18.77915, 15.31991], [14.40540, 17.24468, 14.89912], [17.35867, 16.22605, 14.84376], [16.48534, 17.22162, 13.57633], [16.71389, 15.21258, 11.85324], [16.42906, 13.67034, 12.59133], [17.77376, 14.70040, 13.20580], [15.69874, 15.60895, 17.06253], [14.83158, 15.01695, 15.94530], [9.23788, 18.05486, 19.82202], [9.19003, 16.69315, 19.15464], [7.70647, 16.18715, 19.00618], [7.63658, 14.81392, 18.69403], [6.33241, 14.35047, 18.51168], [9.86812, 16.68369, 17.88797], [8.35724, 18.61595, 19.54020], [10.18162, 18.50028, 19.55657], [9.20879, 17.94510, 20.92656], [9.61966, 15.87406, 19.76398], [7.16463, 16.78074, 18.20114], [7.17826, 16.42341, 19.93783], [5.63374, 14.90989, 17.81469], [5.84971, 14.49421, 19.49527], [6.43175, 13.29903, 18.15374], [9.36893, 17.24937, 17.23725], [10.85136, 16.92754, 17.84039], [13.38504, 16.99340, 20.34915], [13.32362, 18.04586, 19.30006], [14.64418, 18.83012, 19.31928], [14.77102, 20.02846, 18.51316], [14.38710, 21.24784, 19.12163], [12.78709, 17.51536, 18.03777], [13.96007, 16.12219, 20.03584], [12.33578, 16.61875, 20.58456], [13.81313, 17.33927, 21.30011], [12.55175, 18.73964, 19.63674], [15.44098, 18.19377, 18.85441], [14.97918, 19.14528, 20.35165], [14.80118, 22.00778, 18.45760], [14.97163, 21.35668, 20.03453], [13.32162, 21.37502, 19.36510], [13.40836, 16.80275, 17.66349], [12.77655, 18.22364, 17.31173], [17.87826, 12.01237, 15.61752], [16.38837, 12.07903, 15.44343], [15.88970, 10.85217, 14.73509], [16.26231, 10.96168, 13.39762], [15.63673, 9.89193, 12.72546], [15.70495, 12.18658, 16.76796], [18.29854, 12.94877, 16.03798], [18.27545, 11.79042, 14.63666], [18.15480, 11.18112, 16.30453], [16.07427, 12.91795, 14.86117], [14.77179, 10.74282, 14.77188], [16.29734, 9.87550, 15.19378], [15.92592, 8.96279, 13.16926], [16.00287, 9.90716, 11.70160], [14.54487, 10.03138, 12.76258], [14.79213, 11.70490, 16.82914], [15.53236, 13.15931, 17.05282], [12.17602, 12.06703, 11.65814], [13.32218, 13.04791, 12.04552], [13.23459, 14.49188, 11.54003], [13.24034, 14.57686, 10.13020], [12.70894, 15.84755, 9.71507], [13.28631, 13.11169, 13.48422], [11.21906, 12.28650, 12.21564], [12.51482, 11.02450, 11.83981], [11.91928, 12.08880, 10.57799], [14.27274, 12.65745, 11.72270], [14.02626, 15.07535, 12.09886], [12.21811, 14.78298, 11.90624], [11.78797, 16.08583, 10.26400], [12.47924, 15.72912, 8.64820], [13.46962, 16.59544, 9.83480], [12.46853, 13.66127, 13.74353], [14.07258, 13.66166, 13.90581]], "forces_ev_per_a": [[-0.5, -0.3, 4.4], [1.1, 0.9, -2.6], [-1.3, -2.2, -1.3], [0.2, 0.9, -1.5], [0.2, 0.8, -0.5], [0.3, -0.1, 0.1], [-0.1, -0.1, 0.9], [0.4, 0.2, 0.3], [2.2, 1.2, 2.3], [-0.7, 0.7, 0.3], [-1.6, -1.6, -2.6], [-0.8, 0.4, -1.0], [0.5, -0.2, 0.0], [0.5, -0.4, 0.5], [-0.1, -0.2, 0.3], [-0.7, 0.2, 0.2], [0.5, 0.3, -0.9], [0.3, -0.4, 1.1], [0.9, -1.3, 0.9], [-0.3, -0.7, 0.3], [-0.1, 0.5, 0.3], [-0.9, 0.5, -0.9], [0.0, 0.0, 0.4], [-0.4, 1.1, -1.3], [0.6, 0.3, -0.4], [0.7, 0.0, 0.9], [1.3, 1.7, -0.4], [-2.0, -0.6, -0.9], [-0.9, -0.5, -0.5], [-0.1, -0.1, 0.1], [-0.4, -0.4, 0.3], [0.7, -0.5, 1.1], [0.5, 1.6, -0.1], [-0.3, -0.2, 0.1], [-1.4, 1.5, -1.1], [1.6, -1.4, 0.9], [0.3, -1.2, 0.5], [-0.2, -0.2, -0.1], [-0.6, -0.2, -0.2], [-0.1, -0.1, 0.2], [0.5, -0.6, 0.0], [-2.1, 1.4, -1.6], [0.5, -0.3, 0.1], [-0.1, -0.4, 0.2], [-0.3, -0.2, -0.2], [0.3, 1.2, 0.3], [0.5, -1.0, 0.8], [0.9, 0.2, 0.1], [0.1, -0.2, 0.2], [0.7, 0.4, -0.1], [0.7, 0.6, 1.2], [-0.7, -0.7, -0.6], [-1.0, 0.2, 0.1], [-0.1, 0.2, 0.0], [0.2, -0.6, -0.2], [0.2, 0.4, -0.5], [-0.9, 0.1, -0.5], [0.8, -0.3, 0.4], [-0.1, 0.9, 1.3], [-0.9, 0.1, -0.1], [0.3, -0.2, -1.0], [0.3, -0.6, -0.2], [-1.0, -0.8, -0.5], [0.4, 0.0, -0.9], [-0.4, -0.3, 0.3], [1.9, 0.1, 0.1], [-0.1, 0.7, 0.8], [1.6, -1.1, -0.3], [-1.3, 0.6, 0.6], [0.3, 0.9, 0.2], [0.7, -1.1, -1.6], [-1.3, 1.9, 0.6], [-0.9, -0.5, -0.3], [0.0, -0.1, 0.8], [-0.3, 0.4, 0.1], [-0.5, 0.8, -0.5], [0.9, -0.8, -0.1], [-0.5, 0.2, -0.4], [0.1, -0.6, 0.2], [0.1, 0.1, 0.4], [-0.1, -1.1, 0.1], [0.6, -0.3, 0.0], [0.8, 0.8, 0.5], [-0.3, -0.1, -0.6], [-0.3, -1.0, 1.5], [-0.7, -1.5, 0.0], [0.3, 1.5, -0.9], [0.7, 0.6, -0.5], [-1.2, -0.1, 0.2], [-0.6, -1.0, -0.8], [0.1, 0.6, -0.3], [0.1, 0.6, -0.1], [0.0, 0.2, -0.5], [0.3, 0.6, 0.1], [0.6, -0.5, 0.6], [0.0, -0.3, 0.2], [1.3, -0.2, 0.2], [-0.3, -0.8, -0.2], [-0.4, 0.7, 0.6], [-0.3, 0.5, -0.7], [0.2, 0.2, 0.7], [-1.2, -1.5, 1.1], [-0.7, 1.6, 0.0], [1.8, 0.5, -0.8], [-1.1, -0.7, 0.0], [0.9, -0.3, 0.1], [0.8, 0.1, 0.2], [0.2, -0.1, -0.2], [1.2, 0.4, -0.3], [-0.1, 0.1, -0.3], [-0.1, 0.4, 0.1], [-0.5, 0.2, 0.7], [-0.6, -0.7, -0.7], [-0.6, 0.2, -0.1], [-0.1, 0.1, 0.5], [0.2, -0.1, -0.4], [0.2, -0.2, 0.1], [-0.1, 0.3, 0.0], [0.5, 0.1, 0.6], [-1.2, -0.4, 1.9], [-0.6, -1.1, 0.9], [0.0, -0.5, -0.4], [0.1, 0.9, -0.9], [-0.5, 0.0, 0.2], [-0.2, -0.5, -0.4], [0.6, 0.1, -0.2], [-0.3, 0.5, -0.4], [0.1, 0.7, -0.7], [0.7, 0.3, 0.3], [-0.3, 1.3, -0.4], [0.0, -0.8, 0.4], [-0.2, 0.0, -0.1], [0.2, -0.2, -0.1], [0.6, 0.2, -0.3], [0.3, -0.4, -0.2], [-0.2, 0.2, -0.7], [-0.5, 0.0, -0.4], [-1.1, -0.6, 0.5], [-0.2, 0.7, 0.5], [0.0, -1.4, -0.6], [1.0, 0.7, 1.9], [1.1, -0.2, -0.3], [-0.3, 0.6, 0.2], [0.3, 0.2, 0.5], [0.4, -0.5, -0.1], [-0.7, -0.2, -0.9], [0.6, 0.5, -0.1], [0.2, 0.1, -0.1], [0.0, 0.2, 0.3], [0.2, 0.7, 0.2], [-0.2, -0.2, 0.0], [-0.6, -0.6, -0.8]], "lowdin_charge": [-0.63, 0.02, 0.18, 0.15, 0.04, 0.05, 0.04, 0.10, -0.58, 0.01, 0.17, 0.14, 0.07, 0.07, 0.05, 0.05, -0.66, -0.04, 0.17, 0.15, 0.07, 0.10, 0.09, 0.11, -0.70, -0.01, 0.20, 0.18, 0.08, 0.06, 0.10, 0.12, -0.72, 0.00, 0.17, 0.20, 0.13, 0.07, 0.07, 0.06, -0.09, -0.33, -0.07, 0.07, 0.06, 0.06, 0.10, 0.12, 0.08, -0.08, -0.27, -0.11, 0.09, 0.05, 0.07, 0.12, 0.09, 0.05, -0.05, -0.28, -0.13, 0.07, 0.03, 0.05, 0.10, 0.05, 0.06, -0.04, -0.42, -0.23, -0.24, -0.04, 0.06, 0.08, 0.05, 0.08, 0.13, 0.14, 0.14, 0.10, 0.06, 0.08, 0.04, 0.04, -0.05, -0.43, -0.19, -0.26, -0.12, 0.05, 0.07, 0.06, 0.09, 0.13, 0.14, 0.12, 0.10, 0.09, 0.10, 0.07, 0.03, -0.07, -0.43, -0.17, -0.23, -0.11, 0.07, 0.06, 0.10, 0.08, 0.12, 0.13, 0.13, 0.09, 0.07, 0.09, 0.04, 0.07, -0.05, -0.41, -0.25, -0.18, -0.10, 0.06, 0.09, 0.07, 0.09, 0.09, 0.11, 0.15, 0.08, 0.09, 0.08, 0.06, 0.05, -0.04, -0.42, -0.22, -0.18, -0.09, 0.04, 0.08, 0.06, 0.08, 0.12, 0.13, 0.13, 0.09, 0.09, 0.08, 0.05, 0.08]}

{"formula": "C4H6N2", "method": "the ωB97M-V functional and the def2-TZVPD basis", "smiles": "N#CCN1CC1", "lumo_ev": 0.90, "orbital_gap_ev": 10.60, "species": ["N", "C", "C", "N", "C", "C", "H", "H", "H", "H", "H", "H"], "positions_angstrom": [[2.82805, 1.43208, -0.16479], [2.04463, 0.58261, -0.12565], [1.07637, -0.52392, -0.11631], [-0.12748, -0.14449, 0.56506], [-1.40495, -0.63427, 0.15463], [-1.06171, 0.85965, 0.14627], [0.93877, -0.86728, -1.15497], [1.50428, -1.34780, 0.46349], [-2.08342, -1.05328, 0.89298], [-1.40002, -1.22624, -0.78192], [-1.12659, 1.32999, -0.83310], [-1.18793, 1.59296, 0.95431]], "forces_ev_per_a": [[-0.8, -0.8, 0.1], [0.8, 0.7, -0.1], [0.1, -0.1, -0.1], [0.3, 0.0, 0.5], [-0.2, 0.2, 0.2], [-0.2, -0.1, -0.2], [-0.1, 0.1, 0.1], [0.1, 0.0, -0.3], [0.3, 0.1, 0.2], [-0.2, 0.9, 0.2], [0.7, -0.2, -0.2], [-0.8, -0.6, -0.3]], "nbo_charge": [-0.31, 0.28, -0.32, -0.40, -0.23, -0.26, 0.21, 0.24, 0.20, 0.19, 0.19, 0.22]}

{"formula": "C9H14", "method": "the ωB97M-V functional and the def2-TZVPD basis", "smiles": "Cc1ccccc1.CC", "lumo_ev": 1.02, "orbital_gap_ev": 10.02, "species": ["C", "C", "C", "C", "C", "C", "C", "H", "H", "H", "H", "H", "H", "H", "H", "C", "C", "H", "H", "H", "H", "H", "H"], "positions_angstrom": [[-0.43409, 2.65646, -1.26421], [0.26433, 1.59456, -0.42555], [-0.43177, 1.06147, 0.67021], [0.22937, 0.37920, 1.65434], [1.58032, 0.06169, 1.52372], [2.19350, 0.38009, 0.31726], [1.55061, 1.14123, -0.68400], [0.27894, 3.45202, -1.55879], [-1.13112, 3.29956, -0.74651], [-0.71172, 2.17048, -2.19233], [-1.48619, 1.29693, 0.56774], [-0.29076, 0.24523, 2.59781], [2.02941, -0.44280, 2.36386], [3.14249, -0.03293, -0.00641], [2.12773, 1.60710, -1.47215], [-1.16709, -2.89741, 0.36648], [-1.14898, -1.83643, -0.72150], [-2.09619, -3.19736, 0.83108], [-0.65945, -3.80739, 0.02647], [-0.49306, -2.57785, 1.16984], [-0.14382, -1.41377, -0.79256], [-1.77146, -0.96838, -0.50506], [-1.43097, -2.17170, -1.71974]], "forces_ev_per_a": [[2.0, 0.2, -0.4], [-0.3, 0.2, 0.1], [0.1, 1.0, -1.6], [-0.3, 0.3, 0.8], [-0.7, 0.1, -0.6], [0.1, -0.5, -1.1], [-0.1, 0.7, 1.7], [0.2, -0.6, -0.1], [-1.0, -0.7, 0.1], [-0.9, 0.4, -0.2], [-0.1, -0.1, 1.2], [0.1, -0.5, -0.1], [0.5, -0.1, -0.2], [0.3, 0.2, 0.7], [0.0, -0.4, -0.3], [1.4, -0.4, 0.2], [-0.1, 0.5, -0.1], [-0.5, 0.2, -0.3], [-0.3, 0.0, -0.2], [-0.3, 0.2, 0.1], [0.0, -0.2, -0.1], [-0.2, -0.2, 0.2], [-0.1, -0.3, 0.1]], "nbo_charge": [-0.65, 0.01, -0.23, -0.20, -0.24, -0.20, -0.24, 0.22, 0.23, 0.23, 0.21, 0.21, 0.22, 0.21, 0.21, -0.62, -0.61, 0.20, 0.20, 0.21, 0.21, 0.20, 0.20]}